# 1
127
Properties=species:S:1:pos:R:3:forces:R:3 method="wB97M-V/def2-TZVPD" homo_lumo_gap_ev=9.550 relative_energy_kcal_mol=63.1 fmax_ev_per_a=7.3 charge=0
O -1.4188 2.5457 -6.0763 -2.4789 1.2951 -0.4550
O 3.9052 2.6697 -2.9183 1.5608 1.9697 0.7046
O 3.4192 -2.9503 -4.0303 1.0996 4.2800 5.8194
O 2.4222 3.7487 -0.7193 0.3144 0.1587 0.2673
O 0.7022 -2.3733 4.7897 -1.0012 -1.0654 -1.2467
O -0.2508 1.0207 -1.8933 -0.4455 0.3072 -2.2306
O -3.2508 -1.8913 5.8587 -0.1096 -0.4569 1.9315
O 2.7432 -1.7053 0.5647 1.0115 -6.0264 1.4979
O -3.1618 -1.5653 0.7827 -0.7609 -0.5861 1.8275
O -1.4058 -0.9063 -3.3763 2.1458 0.5962 -3.6401
O 3.6382 1.1707 0.1527 -2.3092 0.5386 1.1616
O -0.3158 -3.9383 2.6677 0.2742 -1.7010 0.6349
O -1.2768 1.7617 3.4347 -0.7186 0.3019 0.0266
O -0.1128 -3.7563 -3.9573 -0.8378 -1.1105 -0.9065
O 0.2192 4.2137 -2.2003 -1.1569 -0.4230 -1.1450
O -3.0978 1.9077 1.5007 1.9700 -0.6376 0.8651
O -3.1748 1.9247 -3.8513 -0.6828 -3.3111 0.9099
N 2.9692 -1.1423 -2.4933 -4.0582 2.9904 -3.0812
N 3.4812 -3.7843 -0.1963 0.5002 -1.7868 -1.9560
N 2.4692 -3.8503 1.7187 -0.7269 -1.0889 1.6309
N 4.5972 -2.4773 -2.0243 2.3201 -1.2301 -1.3065
C 0.6472 -3.9303 -2.8093 -0.2617 0.1597 0.2820
C -4.4758 -2.0703 0.5017 0.5145 0.0387 -1.5625
C -0.0668 -4.7183 -1.7183 0.4356 1.0304 0.5415
C -0.6358 1.6087 -5.4163 1.3918 -1.1862 0.6038
C -0.5928 -3.2353 1.4717 -3.1052 -1.0691 0.0070
C -2.0528 -1.6643 -2.4893 -0.0384 -0.1706 3.4202
C 3.5302 1.0737 2.4417 -1.0311 -1.5557 2.8622
C 1.2342 -0.1463 5.2867 0.7130 0.5063 -1.3584
C -4.6138 -3.3403 1.2737 3.0758 -0.7899 -0.9658
C 2.4912 4.2247 0.6017 -0.4514 0.9044 0.5379
C -2.4608 -1.2343 3.8687 -0.2114 1.3661 -2.6275
C 1.2182 -1.1943 4.1657 -1.1141 0.0388 0.9162
C 2.8972 -3.0753 0.7447 -0.7267 4.8950 -2.1450
C 2.7162 2.0727 -3.2433 -0.9729 -1.1605 -1.7356
C -0.0968 2.3897 2.9617 -1.9304 -0.3808 -1.4139
C -3.2018 3.2497 -3.6943 0.6771 3.1616 -0.0090
C -2.9548 -0.7003 5.1457 0.7096 -0.0254 0.7851
C 0.1792 -0.3163 0.0657 -0.1630 1.1608 -0.1380
C -1.5528 4.5497 -0.6403 0.5305 -0.3204 0.7573
C -3.9598 2.9947 1.4187 -2.1289 -1.2733 1.9875
C 0.3022 1.0637 -0.6493 -0.3046 -0.5184 2.8648
C 4.4052 0.8937 1.2757 1.2669 1.7034 1.5746
C -0.5918 5.1897 -1.5953 1.1561 0.3858 1.2980
C 3.6142 -2.1913 -2.9013 0.2015 -4.0838 -5.4784
H 0.8892 -2.9013 -2.4363 0.5358 -1.0599 0.0389
H -4.4188 -2.2333 -0.6043 -0.8129 -0.2149 0.7006
H 3.2452 -4.7783 -0.4183 0.3012 1.4205 0.8162
H 3.5192 4.3397 0.9527 -0.0008 0.0240 -0.0206
H 2.8982 1.4967 -4.1933 -0.4647 0.4709 0.4747
H -5.4588 -3.8883 1.1097 -2.4914 -1.3272 -1.3426
H -1.1458 0.6637 -5.1883 0.1758 -0.1243 -0.7682
H -0.8668 -0.2803 0.4867 1.2116 -0.8714 -0.2377
H 1.2832 1.5227 -0.5323 0.3811 -0.5357 -0.7770
H -1.3148 -2.0783 -1.7623 -0.8337 -0.1768 -0.1030
H -1.6348 2.1867 -6.9653 0.3434 0.3647 1.0140
H 3.1582 2.0867 2.4907 -0.0613 0.3282 -0.0469
H 2.6632 0.4017 2.4137 0.0745 0.0992 -0.2069
H 2.8202 -0.9173 -1.5113 0.0517 -0.0925 -0.0153
H -0.2138 1.8237 -4.4043 -0.6460 1.1307 -0.8295
H 3.8562 -3.2583 -1.0043 -0.3626 -0.8890 0.6581
H 0.0492 5.9097 -1.0743 0.0016 -0.0121 0.2304
H 5.0672 1.7667 1.4197 0.8326 -0.5814 -0.4460
H 1.9432 3.5527 1.2667 0.0537 0.0573 0.1409
H 0.2982 1.7057 2.2217 1.4415 -0.3755 0.3311
H -1.4418 -1.5523 4.0157 0.0479 -1.0242 -0.0551
H 2.4732 -4.8823 1.5847 0.1716 1.5532 0.2440
H -0.3028 -2.8453 -4.0963 -0.2794 1.1777 -0.1419
H 0.2322 -3.3133 0.8747 2.0405 0.0898 -1.9620
H 3.7022 3.6137 -2.7543 0.5400 -0.9351 0.1281
H -0.3248 1.7757 -0.0963 0.1041 -0.2265 0.5592
H 0.7542 -4.8413 -0.9873 -0.6737 0.0429 0.4019
H -0.3738 3.2097 2.3057 -0.0314 0.8696 0.1588
H -2.3628 -0.4783 3.0627 -0.1726 -0.0875 0.4976
H 1.8382 -0.5673 6.0977 -0.2717 0.4522 0.1113
H 0.2692 -2.9733 4.1077 0.7277 0.9806 1.0454
H -2.1208 5.1477 0.0537 -0.1878 0.8608 -0.1607
H -3.2718 1.1487 0.9247 -0.4705 0.6813 0.1899
H -2.2198 -0.0413 5.6667 -0.4653 -0.4811 -0.2976
H 1.7942 -3.4913 2.3477 -0.5291 0.2338 0.8169
H -3.2558 3.7187 -4.7103 -0.1568 0.3538 1.2032
H 4.8882 -1.8553 -1.2943 0.0973 0.5679 -0.1891
H -2.9458 -0.9263 0.1437 0.4809 1.1030 -1.5002
H 4.1852 0.8887 -0.5073 1.7660 -0.7434 -3.5993
H -1.9728 1.8227 2.7177 0.9307 -0.1940 0.9493
H -2.7508 -2.4103 -2.7853 -0.0406 -0.7887 -1.2204
H 1.9812 5.1717 0.5917 -0.0271 0.5944 0.4061
H -3.2268 -1.9403 3.4757 1.1238 -0.0138 0.3954
H -3.8708 -0.1473 5.0437 -0.5203 0.2444 0.0164
H 2.6002 2.8457 -0.4893 0.5198 -1.5124 -1.1523
H -5.3088 -1.3703 0.7187 0.5771 -0.0808 0.0397
H 2.1852 -1.4693 3.7527 0.3499 0.5618 -0.1193
H 3.9952 0.8467 3.4587 -0.1579 0.3551 -1.4124
H 2.3372 -0.7503 -3.2863 1.0512 -0.8600 2.5025
H -0.7708 -2.2013 1.7207 -0.3004 0.0851 0.1350
H 2.4842 1.2727 -2.5083 -0.6045 0.9668 -0.1121
H -3.9648 3.5777 -2.9813 -0.5738 -0.0418 -0.4684
H -0.9458 -4.1693 -1.3123 0.6848 -0.5210 -0.0817
H 1.7282 0.7567 4.8227 -0.4305 -0.6151 0.9082
H 0.5582 -0.7713 3.3837 0.1957 -0.5399 -0.0488
H 5.3002 -3.0523 -2.4573 0.2953 -0.2046 0.3071
H -2.6548 -0.9243 -2.0163 -1.1776 0.2675 1.6577
H -0.8738 -0.2733 -2.8603 -0.1510 0.1129 -0.2156
H -2.2848 3.5627 -3.1813 0.3292 0.4243 -0.4594
H 1.4852 -4.5583 -3.1233 0.5655 0.6585 0.3098
H 0.1702 1.6167 -6.1233 1.3333 -1.5927 0.2847
H -4.7308 -3.1773 2.2977 0.6287 0.5687 1.8856
H 0.9672 -0.3283 0.8057 -0.2933 0.0902 0.8772
H -4.9498 2.6757 1.7757 0.0936 0.3309 0.5634
H -2.4818 -2.2093 6.3697 -0.4661 0.4448 -0.5479
H -3.7058 3.9407 1.8827 0.8798 -0.4190 0.3706
H -4.1428 3.1267 0.4497 -0.5974 1.3528 -4.1919
H 1.9612 2.8737 -3.4553 0.0049 -1.2990 0.4703
H -3.7258 -4.0513 1.0507 -1.3520 1.2770 0.5784
H -2.2348 3.9247 -1.1663 -0.5753 -0.6534 -0.3510
H -0.9418 3.9427 0.0197 0.0491 -0.4714 0.1191
H 0.1912 0.1177 5.5817 0.8953 -0.2988 -0.1167
H -1.4928 -3.6943 0.9017 1.3355 0.9656 1.0788
H 0.4922 2.7517 3.7797 0.6502 -0.2252 0.2383
H -0.0848 -4.8903 2.4887 -0.5652 1.5398 0.1265
H -1.0298 5.7607 -2.3483 -1.1680 0.7886 -1.4130
H -0.6938 1.8697 -2.0163 0.1073 0.0279 -0.5997
H 1.0552 4.1877 -1.7603 1.0147 -0.3034 0.7458
H -0.3428 -5.7103 -2.0173 -0.3026 -0.4485 -0.4424
H 4.9852 -0.0373 1.2247 -0.4491 0.0880 -0.0190
H -3.0058 1.7567 -4.7593 0.3226 -0.4585 -1.0868
H 0.4802 -1.2443 -0.4753 -0.7967 0.8619 -0.2823

=====

# 2
126
Properties=species:S:1:pos:R:3:forces:R:3 method="wB97M-V/def2-TZVPD" homo_lumo_gap_ev=9.581 relative_energy_kcal_mol=0.0 fmax_ev_per_a=3.0 charge=0
O 7.6510 9.7266 14.4320 -1.3549 -0.1038 -0.9724
O 9.0858 13.6657 13.8004 -1.8890 0.5993 0.3346
O 17.6293 13.6050 16.4956 -0.2846 -0.9872 -1.3658
O 16.2835 12.2637 19.7232 1.1100 -0.4218 -1.0751
O 15.9529 14.5993 18.2255 -0.4890 1.3019 -0.1554
O 15.8736 14.3410 14.1834 -0.2488 0.2682 -0.1619
O 14.1700 14.6252 16.3446 0.0124 -0.3657 1.2305
O 13.6911 7.7100 19.4690 0.8535 1.3704 0.2419
O 12.7060 12.5134 15.2483 1.5191 -0.5769 0.1498
O 13.3698 11.9502 20.9661 0.4034 -1.0629 -0.2227
O 14.8934 12.0980 12.3934 -1.0983 -0.3447 -0.2440
O 11.1786 12.2284 12.9202 0.8945 -0.8986 -0.1377
O 12.4408 15.9091 14.6778 0.3836 0.7179 1.4545
O 14.1526 10.6232 18.7593 0.2590 0.7430 -0.5252
O 13.4680 15.1739 12.0522 0.2904 1.0014 0.8806
O 11.7107 10.3624 16.5668 1.1232 0.6179 -0.0761
O 15.5664 11.6353 15.9033 -1.6262 0.0505 1.4755
O 9.0796 10.4134 16.9173 0.1750 0.9078 0.9123
C 13.3153 17.8345 16.0470 -0.9036 -0.3053 -1.8656
C 9.8671 9.0173 14.0821 -0.8726 -0.6547 0.8121
C 15.7691 9.4714 14.7815 -0.0377 1.1375 -1.1493
C 11.9905 7.3155 17.9840 -0.1745 0.9174 0.9112
C 9.8893 15.1565 12.2107 -1.9129 2.3572 0.1742
C 7.6363 12.2284 16.4738 -1.2887 0.4464 1.7274
C 13.7093 13.9490 22.2566 0.8339 0.6440 -0.6083
C 13.0218 6.6172 18.8616 -0.6936 0.5249 0.3980
C 8.8119 14.9939 13.2593 0.7102 -0.1871 0.2782
C 12.3484 5.7910 19.9840 1.0593 -0.6192 -1.1612
C 8.3819 8.7461 13.6777 0.7369 1.8594 1.4417
C 16.8977 11.1318 11.5678 0.5085 -1.3531 -2.6813
C 12.7921 13.2068 21.3448 0.1953 -0.3225 -0.5345
C 12.0372 18.1268 13.9767 -0.2450 0.0094 0.0209
C 12.1640 17.2425 15.1904 0.2404 0.0031 -0.4583
C 9.7689 12.6730 17.8308 -0.7785 -0.8563 1.5658
C 7.3874 15.1965 12.8003 0.6936 -0.0908 -0.5909
C 16.4396 10.5992 15.5498 1.7171 -0.5053 -0.7650
C 14.5223 10.3437 10.9248 0.0950 -1.4349 -1.4863
C 8.5819 11.6591 17.5434 1.3455 -0.1802 0.7919
C 8.0877 9.0362 12.2193 -0.5011 -0.8651 -0.0280
C 15.4383 11.5382 11.1922 0.4865 -0.7611 2.2519
C 12.5377 13.9053 20.0397 -0.1784 0.9555 -1.7929
C 17.1785 9.9921 16.7372 0.3080 1.8408 -0.4290
H 10.0749 10.3053 17.0073 -1.1244 0.5962 -0.2061
H 11.1333 11.2550 13.0472 -0.2160 1.1626 -0.1495
H 14.1108 7.4998 20.3040 0.0315 -0.4533 0.0506
H 14.1743 17.9704 15.3896 0.0839 0.2572 0.0879
H 14.0980 9.6976 18.9836 -0.1667 -0.9214 0.2481
H 16.9050 12.9336 16.4086 0.3306 0.4282 0.2268
H 16.9743 10.3397 12.3389 -0.2931 0.7175 -0.2572
H 7.1058 13.2046 16.7083 0.9212 -0.9834 0.0351
H 13.0192 15.5215 15.3783 -0.3039 -0.2692 -0.5367
H 13.5171 12.1641 14.8193 0.0053 0.1547 0.5625
H 15.4168 14.9485 13.5746 0.2138 -0.2332 0.1201
H 15.4332 12.8074 12.7125 0.6387 0.8514 0.5071
H 11.4153 7.9902 18.6777 0.0931 -0.7615 -0.7559
H 8.9701 15.7276 14.0603 0.2414 -0.1441 0.0633
H 17.5403 11.9775 11.7535 -0.1494 0.5422 0.7278
H 15.3303 8.8516 15.5025 -1.2267 -0.9505 1.1121
H 9.4208 13.5975 18.3808 0.1312 -1.0041 -0.6633
H 12.3719 13.1449 19.2685 -0.2342 0.1195 0.1542
H 11.6768 14.5813 20.0061 -0.1510 -0.3117 0.4274
H 8.0593 7.7409 14.0028 0.1972 0.2091 -0.3409
H 10.3306 12.6365 13.1482 -0.4052 -0.1862 0.1713
H 13.0161 18.1053 13.5123 0.2997 0.5456 -0.0864
H 16.6969 14.4510 17.6153 0.1085 -0.0396 -0.0075
H 11.3469 6.6240 17.4538 -0.1728 -0.0277 -0.0599
H 12.2373 12.7465 14.4495 -1.2685 0.2940 -0.8242
H 12.9629 18.7779 16.4502 0.2376 0.0740 0.2630
H 10.1228 10.0589 13.9454 -0.3608 0.3595 -0.2127
H 11.8548 12.9297 21.8226 -0.2167 0.3353 0.1453
H 11.3804 17.7868 13.1757 -0.4624 -0.1043 0.3980
H 12.1190 11.1586 16.1096 -0.8296 -0.5715 0.0712
H 14.1200 11.6669 21.4985 -0.0841 0.4551 0.3916
H 14.7222 14.0023 21.7458 -0.9846 -0.1602 0.8722
H 9.8301 14.3947 11.4917 0.4176 -1.4102 -0.6898
H 11.9515 6.4973 20.6895 -0.4362 0.2645 0.2805
H 16.4237 8.7694 14.2332 0.0089 0.8306 -0.0293
H 13.7864 11.1272 19.5134 -0.4656 -0.0418 -0.0153
H 6.6942 14.9371 13.5696 -0.5893 -0.1125 0.6954
H 14.8332 9.8345 9.9555 -0.3052 0.4978 1.1259
H 13.2260 15.4071 12.9840 -0.1182 -0.2643 -0.8175
H 7.2711 16.2613 12.5676 -0.1470 -0.2764 -0.1336
H 8.4926 8.2237 11.6234 -0.1056 -0.1761 -0.3039
H 8.2425 13.4105 14.2283 0.8585 -0.1735 -0.2511
H 12.3206 10.2506 17.3070 -0.0218 -0.1641 0.2031
H 13.3306 14.5510 19.5908 0.1112 -0.6267 0.9059
H 13.5876 17.1236 16.7656 0.3862 -0.7078 1.5201
H 15.0025 9.9462 14.1436 0.3295 -0.6207 -0.0487
H 10.7843 15.3046 12.7491 1.4089 -0.3172 0.0032
H 17.8676 10.7549 17.1233 -0.1237 -0.3144 0.3347
H 9.9822 8.8863 15.2023 0.0986 -0.3950 -1.4707
H 14.9797 11.3233 16.6349 0.4655 0.2867 -0.5014
H 7.1725 14.5704 11.9404 -0.1260 0.0589 -0.3147
H 11.5596 5.2046 19.5230 -0.2114 -0.1774 0.2658
H 10.1659 12.9505 16.8828 0.6002 0.3915 -0.7153
H 13.7239 13.4719 23.2361 0.3663 0.2061 0.0582
H 17.7455 9.1682 16.3963 0.7742 -0.9144 -0.3526
H 10.5839 12.2122 18.4741 -1.0473 0.3680 -0.8586
H 10.5469 8.4457 13.4720 0.4827 -0.5367 0.1421
H 13.7486 6.1500 18.2038 0.0043 -0.8776 0.2140
H 17.1548 11.1847 14.9397 -0.0221 -0.8241 -0.1123
H 12.4805 7.9962 17.2774 -0.0452 -0.3807 -0.0280
H 13.0342 5.1058 20.5220 -0.2273 0.3796 -0.3854
H 15.3484 14.4143 15.0143 0.0873 -0.1104 -0.3082
H 17.0372 12.1304 19.0729 -1.3283 0.0672 1.2106
H 11.2552 17.2632 15.8228 0.1338 -0.3752 -0.3972
H 13.2840 14.2472 11.9444 -0.1851 -0.7424 0.0976
H 8.2271 12.3278 15.5945 0.3403 -0.0099 -0.6196
H 13.6458 13.8068 16.4208 0.0225 0.2237 -0.4540
H 8.0450 9.9676 15.2683 0.7362 -0.3248 0.5468
H 17.4457 10.7190 10.6438 -0.9557 0.1720 1.0394
H 14.4944 9.5471 11.7152 0.6509 0.8989 -0.4231
H 9.6758 16.0731 11.6346 0.2269 -0.0299 0.2764
H 13.4548 10.5758 10.8024 0.4005 0.5855 -0.0504
H 17.7726 13.7751 15.5369 -0.0029 0.3563 0.8082
H 14.6794 14.6694 17.2199 -0.0751 0.1176 -0.8865
H 8.1292 11.3739 18.5595 0.1626 0.4489 -1.6037
H 7.0195 9.1871 11.9827 0.3276 -0.4725 0.4255
H 15.4412 12.3027 10.4108 -0.0894 -0.3011 -0.2395
H 16.5051 9.6341 17.4823 -0.6154 -0.1179 0.7018
H 15.5965 11.6190 19.4490 0.4770 0.2019 -0.1926
H 13.3475 14.9817 22.3209 0.1190 -0.1681 0.3475
H 11.7465 19.1093 14.3534 0.1409 0.2126 -0.5556
H 15.9638 13.9148 18.8833 0.1328 -0.8080 0.7037
H 8.5502 9.9325 11.8810 0.6726 0.8832 -0.0113
H 6.8370 11.5056 16.3086 0.0402 -0.0360 -0.2383

=====

| no. | E (Ha) | LUMO energy (eV) | HOMO energy (eV) |
| --- | --- | --- | --- |
| 1 | -2461.33650 | 0.1 | -9.4 |
| 2 | -2319.12634 | 0.1 | -9.4 |